Entry 1:
The molecule C2H5N3O2S in a non-equilibrium geometry, computed with ωB97M-V/def2-TZVPD.

Computed properties:
Charge: 0
HOMO level: -9.59 eV
Energy above the lowest of the compared OMol25 structures with the same formula, charge and spin: 3.5764 eV
Max |F|: 3.7 eV/Å
Molar mass: 135.15 g mol⁻¹

Atoms and positions in Å:
C  -1.59  0.12  0.05
C  0.53  -0.73  0.57
N  -1.21  -0.78  -0.97
N  -0.25  -1.48  -0.71
N  -0.48  0.21  0.96
O  1.36  0.81  -1.34
O  2.60  0.87  0.92
S  2.15  -0.06  -0.08
H  -1.79  1.22  -0.34
H  -2.57  -0.30  0.47
H  0.76  -1.44  1.32
H  0.63  0.37  -1.79
H  -0.14  1.17  0.93

Entry 2:
The molecule C2H5N3O2S in a non-equilibrium geometry, computed with ωB97M-V/def2-TZVPD.

Computed properties:
Charge: 0
HOMO level: -9.73 eV
Energy above the lowest of the compared OMol25 structures with the same formula, charge and spin: 3.9580 eV
Structure (SMILES): CN1N=NCS1(=O)=O
Max |F|: 4.7 eV/Å
Molar mass: 135.15 g mol⁻¹

Atoms and positions in Å:
C  -0.76  -1.58  -0.93
N  -0.39  -0.27  -0.45
N  -1.32  0.64  -0.26
N  -1.02  1.62  0.39
C  0.31  1.78  0.85
S  1.13  0.18  0.37
O  2.05  0.14  -0.68
O  1.17  -0.72  1.51
H  -0.28  -1.96  -1.95
H  -0.35  -2.36  -0.24
H  -1.88  -1.68  -0.92
H  0.92  2.61  0.38
H  0.40  1.58  1.94

Entry 3:
A cluster of 3 separate species, C2H5N3O2S in total in a non-equilibrium geometry, computed with ωB97M-V/def2-TZVPD.

Computed properties:
Charge: 0
HOMO level: -10.36 eV
Energy above the lowest of the compared OMol25 structures with the same formula, charge and spin: 2.7337 eV
Max |F|: 3.1 eV/Å
Molar mass: 135.15 g mol⁻¹

Atoms and positions in Å:
C  0.01  -2.43  -1.17
C  -1.33  3.55  1.13
N  -0.52  -1.44  -0.90
N  -1.48  2.67  0.26
N  0.47  -3.68  -1.33
O  1.96  -1.46  1.39
O  2.58  0.24  -0.30
S  1.63  -0.23  0.72
H  -0.34  3.76  1.40
H  -2.13  4.29  1.48
H  -2.44  2.77  0.01
H  0.28  -4.51  -0.78
H  1.31  -3.53  -1.92

Entry 4:
A cluster of 2 separate species, C2H5N3O2S2 in total in a non-equilibrium geometry, computed with ωB97M-V/def2-TZVPD.

Computed properties:
Charge: 0
HOMO level: -10.20 eV
Energy above the lowest of the compared OMol25 structures with the same formula, charge and spin: 5.4807 eV
Max |F|: 4.4 eV/Å
Molar mass: 167.22 g mol⁻¹

Atoms and positions in Å:
C  1.90  -0.20  -1.83
C  2.62  0.35  -2.63
N  -0.15  0.72  0.39
N  -0.01  -0.52  0.62
N  -1.65  -0.59  2.76
O  -0.04  -2.52  2.26
O  0.90  -0.36  2.93
S  -0.88  1.87  1.21
S  -0.13  -1.09  2.23
H  1.21  -0.65  -1.28
H  3.10  0.84  -3.35
H  0.16  1.09  -0.46
H  -2.00  0.03  2.15
H  -2.38  -1.27  3.03